[1]
Density functional theory data (ωB97M-V/def2-TZVPD) for 2 unconnected molecules or ions with the total composition C2H4N2.

Properties
E_LUMO (alpha / beta) (eV): 0.2 / 0.2
ΔE to the lowest compared entry with this formula, charge and spin (eV): 5.8694
Frontier orbital gap (alpha / beta) (eV): 9.034 / 9.033
Total charge: 0

Each line ends with the natural charge from an NBO analysis.
Element x y z (Å)
C 0.882 -0.537 -0.056  -0.0264
C -1.296 0.396 0.061  -0.5785
N 1.920 0.375 -0.509  -0.0727
N 1.839 0.042 0.679  -0.1055
H 0.900 -1.648 -0.281  0.1844
H -1.848 -0.532 0.275  0.2051
H -0.973 0.642 -0.894  0.1941
H -1.423 1.262 0.725  0.1994

=====

[2]
Density functional theory data (ωB97M-V/def2-TZVPD) for a single C2H4N2 molecule.

Properties
E_LUMO (eV): 1.1
ΔE to the lowest compared entry with this formula, charge and spin (eV): 4.3633
Frontier orbital gap (eV): 11.223
SMILES: C1[C@@H]2NN12
Total charge: 0

Each line ends with the natural charge from an NBO analysis.
Element x y z (Å)
C 0.828 0.247 -0.161  -0.2794
C -0.253 -0.175 0.693  0.0159
N -1.300 -0.333 -0.268  -0.4719
N -0.379 1.000 -0.120  -0.2447
H 1.620 0.553 0.493  0.2075
H 1.228 -0.298 -1.117  0.1895
H -0.632 -0.361 1.762  0.2325
H -1.112 -0.634 -1.282  0.3506

=====

[3]
Density functional theory data (ωB97M-V/def2-TZVPD) for a single C2H4N2 molecule.

Properties
E_LUMO (alpha / beta) (eV): 1.3 / -0.9
ΔE to the lowest compared entry with this formula, charge and spin (eV): 2.4822
Frontier orbital gap (alpha / beta) (eV): 8.375 / 8.398
<S²>: 2.0357
Total charge: 0
Spin multiplicity: 3

Each line ends with the natural charge from an NBO analysis.
Element x y z (Å)
C -0.112 -0.938 -1.381  -0.0551
C 0.692 -0.288 -0.557  -0.2427
N -0.036 -0.463 0.561  -0.2185
N -0.583 0.742 0.991  -0.5883
H -0.768 -1.784 -1.135  0.1837
H 1.505 0.418 -0.857  0.2184
H -0.449 0.857 1.950  0.3659
H -0.248 1.456 0.429  0.3367

=====

[4]
Density functional theory data (ωB97M-V/def2-TZVPD) for a single C2H4N2O molecule.

Properties
E_LUMO (eV): 0.1
ΔE to the lowest compared entry with this formula, charge and spin (eV): 4.0310
Frontier orbital gap (eV): 9.603
Total charge: 0

Each line ends with the natural charge from an NBO analysis.
Element x y z (Å)
C 1.015 -0.882 -0.001  0.0345
C -1.028 0.615 0.025  0.0046
N 1.176 0.449 -0.001  -0.1474
N 0.272 1.248 0.153  -0.0485
O -1.018 -0.725 0.044  -0.6227
H 1.073 -1.615 -0.814  0.2312
H 1.565 -1.236 0.838  0.2020
H -1.706 1.100 0.712  0.1754
H -1.349 1.045 -0.955  0.1710

=====

[5]
Density functional theory data (ωB97M-V/def2-TZVPD) for 2 unconnected molecules or ions with the total composition C2H4N2O.

Properties
E_LUMO (eV): 0.0
ΔE to the lowest compared entry with this formula, charge and spin (eV): 5.0253
Frontier orbital gap (eV): 8.823
SMILES: C1=NN1.C=O
Total charge: 0

Each line ends with the natural charge from an NBO analysis.
Element x y z (Å)
C -0.802 -0.923 -1.580  0.2172
C 1.010 1.174 0.008  0.3137
N -0.006 -1.893 -1.332  -0.2395
N -1.390 -1.576 -0.560  -0.5257
O -0.025 0.574 -0.127  -0.5393
H -1.157 -0.289 -2.391  0.2009
H 2.015 0.767 0.088  0.1277
H 0.912 2.231 0.186  0.1087
H -1.316 -0.907 0.242  0.3363

=====

[6]
Density functional theory data (ωB97M-V/def2-TZVPD) for a single C2H4N2O molecule.

Properties
E_LUMO (eV): 0.2
ΔE to the lowest compared entry with this formula, charge and spin (eV): 0.3995
Frontier orbital gap (eV): 10.075
SMILES: [H]/N=C/C(N)=O
Total charge: 0

Each line ends with the natural charge from an NBO analysis.
Element x y z (Å)
C 0.045 1.036 0.175  0.0578
C 1.224 0.144 0.063  0.5720
N -1.069 0.572 -0.180  -0.5995
N 0.977 -1.162 0.021  -0.7780
O 2.443 0.661 -0.094  -0.6313
H 0.256 2.060 0.493  0.1900
H -1.849 1.224 -0.162  0.3560
H 0.008 -1.440 -0.061  0.4183
H 1.717 -1.815 -0.183  0.4146

=====

[7]
Density functional theory data (ωB97M-V/def2-TZVPD) for a single C2H4N2O molecule.

Properties
E_LUMO (alpha / beta) (eV): -1.1 / -1.3
ΔE to the lowest compared entry with this formula, charge and spin (eV): 5.3522
Frontier orbital gap (alpha / beta) (eV): 7.767 / 7.506
Total charge: 0

Each line ends with the natural charge from an NBO analysis.
Element x y z (Å)
C 0.276 -1.135 0.802  -0.7228
C -0.362 -0.081 -0.003  0.1425
N -0.278 1.286 -1.795  0.1990
N -0.075 0.150 -1.220  -0.2950
O -0.359 2.261 -0.906  -0.4607
H -0.556 1.675 0.001  0.4151
H 0.831 -1.865 0.208  0.2258
H 0.979 -0.640 1.485  0.2549
H -0.454 -1.651 1.428  0.2413

=====

[8]
Density functional theory data (ωB97M-V/def2-TZVPD) for 2 unconnected molecules or ions with the total composition C2H4N2O.

Properties
E_LUMO (alpha / beta) (eV): -1.2 / -1.2
ΔE to the lowest compared entry with this formula, charge and spin (eV): 5.4205
Frontier orbital gap (alpha / beta) (eV): 7.427 / 7.431
Total charge: 0

Each line ends with the natural charge from an NBO analysis.
Element x y z (Å)
C -0.214 -1.038 0.034  -0.0038
C -1.148 0.034 -0.011  0.5356
N 1.016 -0.747 0.187  -0.5462
N -0.965 1.312 0.008  -0.6919
O -3.013 -0.494 0.032  -0.7241
H -0.643 -2.036 -0.044  0.2185
H 1.640 -1.548 0.244  0.3561
H -0.014 1.670 0.031  0.4124
H -1.761 1.933 0.016  0.4434

=====

| no. | DFT total energy (eV) |
| --- | --- |
| 1 | -5113.091 |
| 2 | -5114.597 |
| 3 | -5112.359 |
| 4 | -7162.449 |
| 5 | -7161.454 |
| 6 | -7166.080 |
| 7 | -7161.127 |
| 8 | -7161.059 |